1.
Molecular formula: C9H14CoF3N6SSe
Method: DFT, wB97M-V/def2-TZVPD

Geometry as XYZ:
```
35
Properties=species:S:1:pos:R:3
Co 0.120 0.382 1.098
C -2.089 -4.387 1.487
C -1.620 -3.387 2.472
N -1.665 -3.485 3.753
N -1.151 -2.313 4.224
C -0.790 -1.464 3.261
S -0.154 0.083 3.397
N -1.091 -2.149 2.121
N -0.818 -1.659 0.845
H -2.472 -5.250 2.024
H -1.279 -4.708 0.830
H -2.889 -3.968 0.875
H -1.075 -2.155 5.214
H -1.666 -1.670 0.287
H -0.121 -2.254 0.400
C -1.260 1.272 -3.068
N -0.065 1.991 -2.670
C 0.976 2.330 -3.500
C 1.900 2.960 -2.740
N 1.409 3.002 -1.458
C 2.069 3.608 -0.315
C 0.208 2.406 -1.423
Se -0.904 2.206 0.077
H -1.237 1.125 -4.144
H -2.150 1.835 -2.798
H -1.288 0.302 -2.575
H 0.989 2.074 -4.544
H 2.853 3.374 -3.017
H 3.109 3.798 -0.564
H 2.033 2.933 0.535
H 1.579 4.542 -0.047
F 2.212 -1.465 0.562
C 1.857 -0.173 0.261
F 3.009 0.521 0.238
F 1.461 -0.256 -1.097
```

Properties
Spin multiplicity: 4
⟨S²⟩: 3.760
Total charge: +1
E_tot (Eh): -5161.67855
Highest occupied orbital energy (spin up / spin down) (eV): -11.4 / -11.8
Largest force on an atom (eV/Å): 1.1
Orbital gap (spin up / spin down) (hartree): 0.3242 / 0.3218

=====

2.
Molecular formula: C4H7N2
Method: DFT, wB97M-V/def2-TZVPD

Geometry as XYZ:
```
13
Properties=species:S:1:pos:R:3
C 1.420 0.521 0.006
C 0.508 1.247 -0.772
C 0.683 -0.576 0.681
C -0.673 -0.558 0.180
N -1.946 1.477 -1.481
N -0.626 0.598 -0.764
H 2.455 0.792 0.071
H 0.602 2.219 -1.256
H 1.338 -1.569 0.434
H 0.856 -0.611 1.709
H -0.830 -1.569 -0.330
H -1.361 -0.363 0.983
H -2.855 1.013 -1.113
```

Properties
SMILES: [H]/N=[N+]1/C=CCC1
Total charge: +1
E_tot (Eh): -265.67284
ΔE to the lowest compared entry with this formula, charge and spin (kcal/mol): 147.9
Highest occupied orbital energy (spin up / spin down) (eV): -14.0 / -16.4
Largest force on an atom (eV/Å): 6.3
Orbital gap (spin up / spin down) (hartree): 0.2933 / 0.3634

=====

3.
Molecular formula: C17H42F6N6O9P
Method: DFT, wB97M-V/def2-TZVPD

Geometry as XYZ:
```
81
Properties=species:S:1:pos:R:3
N -0.728 -12.867 -3.828
H -1.644 -12.575 -4.159
H -0.597 -13.887 -3.922
H -0.570 -12.439 -2.885
H 0.093 -12.433 -4.297
N -1.215 -12.488 -0.348
O -1.538 -11.646 0.516
O -1.824 -13.566 -0.443
O -0.255 -12.257 -1.139
N -1.283 -16.599 -5.063
O -2.143 -16.968 -4.200
O -0.579 -15.563 -4.795
O -1.083 -17.268 -6.100
N 2.460 -12.367 -4.576
O 3.321 -11.807 -3.856
O 2.426 -13.614 -4.651
O 1.583 -11.641 -5.153
C 0.542 -8.828 -3.845
C -0.806 -8.952 -4.566
C -2.063 -8.631 -3.761
C -2.036 -9.089 -2.304
N -3.200 -8.842 -1.422
C -2.864 -9.200 0.011
C -3.083 -7.922 0.858
C -4.109 -7.216 -0.003
C -3.570 -7.366 -1.418
C -4.409 -9.633 -1.883
H 1.430 -9.069 -4.413
H 0.433 -9.459 -2.959
H 0.613 -7.816 -3.419
H -0.903 -10.002 -4.861
H -0.839 -8.372 -5.488
H -2.951 -9.005 -4.277
H -2.150 -7.535 -3.809
H -1.179 -8.545 -1.888
H -1.739 -10.125 -2.117
H -3.485 -10.018 0.368
H -1.853 -9.583 0.152
H -3.493 -8.170 1.836
H -2.133 -7.415 1.016
H -5.067 -7.734 0.041
H -4.276 -6.210 0.385
H -4.334 -7.156 -2.158
H -2.654 -6.828 -1.648
H -4.758 -9.236 -2.831
H -5.148 -9.525 -1.098
H -4.122 -10.668 -2.054
C 4.970 -19.027 -0.514
C 4.418 -17.897 -1.384
C 2.951 -18.125 -1.632
N 2.151 -16.932 -2.160
C 2.466 -16.878 -3.629
C 0.664 -17.161 -1.954
C 0.083 -15.809 -1.493
C 1.249 -14.850 -1.587
C 2.509 -15.650 -1.407
H 4.538 -19.081 0.487
H 5.993 -18.742 -0.249
H 4.952 -19.996 -1.004
H 5.000 -17.817 -2.304
H 4.590 -16.936 -0.898
H 2.428 -18.398 -0.712
H 2.654 -18.894 -2.346
H 3.548 -16.870 -3.722
H 2.136 -15.902 -3.998
H 1.923 -17.609 -4.218
H 0.234 -17.561 -2.861
H 0.462 -17.861 -1.144
H -0.821 -15.523 -2.010
H -0.030 -15.917 -0.412
H 1.360 -14.347 -2.553
H 1.198 -14.066 -0.834
H 3.404 -15.178 -1.800
H 2.598 -15.945 -0.358
P -4.133 -11.939 -5.282
F -4.984 -10.558 -4.953
F -3.035 -11.132 -6.202
F -3.147 -11.590 -4.023
F -3.389 -13.289 -5.702
F -5.149 -12.707 -4.302
F -5.058 -11.996 -6.614
```

Properties
Total charge: -1
E_tot (Eh): -2619.09706
ΔE to the lowest compared entry with this formula, charge and spin (kcal/mol): 0.0
Highest occupied orbital energy (eV): -5.4
Largest force on an atom (eV/Å): 2.9
Orbital gap (hartree): 0.2697

=====

4.
Molecular formula: C21H21ClN2O3
Method: DFT, wB97M-V/def2-TZVPD

Geometry as XYZ:
```
48
Properties=species:S:1:pos:R:3
C -3.287 -6.239 -1.684
H -3.837 -6.871 -0.954
O -4.109 -5.110 -2.005
C -4.118 -4.172 -0.763
C -5.035 -2.755 -1.066
C -4.995 -1.939 0.229
N -3.675 -1.410 0.770
C -3.365 -0.128 0.107
O -4.012 0.663 -0.484
C -2.013 0.122 0.723
C -1.631 0.914 1.580
C -0.379 1.395 2.088
O -0.427 2.264 3.180
N 0.642 0.588 1.589
C 0.414 -0.131 0.504
C 1.660 -0.853 0.114
C 1.323 -1.684 -0.899
C 0.176 -2.004 -1.451
C -1.018 -1.501 -1.108
C -0.735 -0.600 0.146
H -1.946 -1.528 -1.438
H 0.224 -2.762 -2.323
H 2.355 -2.285 -1.522
H 2.707 -0.716 0.440
C 1.912 1.045 1.837
C 2.718 1.677 1.102
C 2.115 2.717 0.343
C 3.030 3.199 -0.829
C 4.457 3.099 -0.584
C 4.936 2.187 0.290
C 4.179 1.508 1.004
H 4.577 0.976 1.750
H 6.025 2.026 0.195
Cl 5.307 4.031 -1.763
H 2.547 4.033 -1.350
H 1.218 2.621 0.112
H 2.341 0.175 2.353
H 1.854 1.498 3.175
H -2.569 1.485 2.144
H -2.921 -2.108 1.026
H -5.684 -1.238 0.020
H -5.240 -2.616 1.101
H -5.794 -3.178 -1.347
H -4.424 -2.296 -1.783
H -4.415 -4.660 -0.015
H -3.178 -3.950 -0.444
H -2.332 -5.958 -1.389
H -3.480 -6.713 -2.568
```

Properties
Total charge: 0
E_tot (Eh): -1607.69581
ΔE to the lowest compared entry with this formula, charge and spin (kcal/mol): 415.1
Highest occupied orbital energy (eV): -8.6
Largest force on an atom (eV/Å): 16.3
Orbital gap (hartree): 0.3127